The following is a quantum chemistry calculation of C8H10 in the gas phase in a non-equilibrium geometry, from the Open Molecules 2025 dataset.

```
18
Properties=species:S:1:pos:R:3
C -1.8357 -2.6305 -0.5086
C -0.8711 -1.9411 -0.3305
C 0.4518 -1.2688 -0.1215
C 0.1615 0.1399 0.3224
C -1.2324 0.2932 0.7726
C -2.0005 1.3610 0.5192
C 0.9954 1.1535 0.0979
C 2.3666 1.0031 -0.4838
H -2.6791 -3.2366 -0.6938
H 0.9779 -1.8111 0.6652
H 1.0228 -1.2846 -1.0489
H -1.5768 -0.4612 1.4613
H -1.6271 2.2332 -0.0018
H -3.0157 1.4215 0.8769
H 0.6866 2.1546 0.3757
H 2.3335 0.5008 -1.4456
H 2.8400 1.9672 -0.6222
H 3.0023 0.4059 0.1655
```

## Properties
* gap between HOMO and LUMO: 0.356 Ha
* SMILES: C#CC/C(C=C)=C\C
* HOMO level: -8.7 eV
* relative energy (zero: lowest compared OMol25 entry of this formula, charge and spin): 339.3 kJ/mol


The following is a quantum chemistry calculation of 4 unconnected molecules or ions with the total composition C8H10B2F14O4 in a non-equilibrium geometry, from the Open Molecules 2025 dataset.

```
38
Properties=species:S:1:pos:R:3
B -0.2778 -0.3079 0.1958
F -0.3267 1.0857 0.0100
F 0.1300 -0.9664 -1.0027
F 0.5981 -0.6543 1.2490
F -1.5488 -0.7583 0.5803
B 3.5767 1.2555 0.8491
F 3.1073 0.4821 1.9336
F 3.2834 0.5997 -0.3512
F 2.8292 2.4654 0.8997
F 4.9702 1.4989 0.9604
C 1.2317 2.4051 -2.0624
C 1.5044 3.8509 -1.6522
O 0.4092 4.7315 -1.9697
C -0.6160 4.6810 -1.1565
O -0.6123 4.0303 -0.1713
C -1.8225 5.5280 -1.6152
F -2.8192 4.6886 -1.9208
F -2.2862 6.3144 -0.6434
F -1.5565 6.2818 -2.6787
H 1.3526 2.2701 -3.1408
H 0.2310 2.0709 -1.7916
H 1.9229 1.7744 -1.5015
H 2.4215 4.2299 -2.0953
H 1.6293 3.8246 -0.5670
C -1.4534 -4.1224 3.5602
C -0.9444 -3.5476 2.2514
O -1.4726 -4.4109 1.2117
C -0.8541 -4.4174 0.0357
O 0.2202 -3.9955 -0.2184
C -1.5864 -5.3008 -1.0058
F -2.7528 -5.7846 -0.5544
F -1.7969 -4.5911 -2.1144
F -0.8196 -6.3576 -1.3300
H -1.0054 -5.1086 3.6998
H -2.5305 -4.2832 3.5069
H -1.2126 -3.4382 4.3707
H 0.1358 -3.5139 2.1062
H -1.2588 -2.5104 2.1226
```

## Properties
* gap between HOMO and LUMO: 0.349 Ha
* HOMO level: -4.8 eV
* charge: -2


The following is a quantum chemistry calculation of a molecular structure, C8H10BErF4N in a non-equilibrium geometry, from the Open Molecules 2025 dataset.

```
25
Properties=species:S:1:pos:R:3
C 0.0609 -1.3149 -1.7158
C -1.2624 -1.4116 -1.1944
C -1.1883 -2.0679 0.0673
C 0.1790 -2.3583 0.3342
C 0.9535 -1.8918 -0.7700
Er 0.0000 0.0001 0.2377
C -0.9971 1.6121 -0.6985
C 0.3978 1.8742 -1.1840
C 0.7444 2.4420 -2.3748
N 1.3121 1.3067 -0.2623
H -2.0288 -2.2701 0.7337
H -2.1683 -1.0466 -1.6783
H 0.5710 -2.8293 1.2374
H 2.0397 -1.9489 -0.8644
H 0.3445 -0.8122 -2.6430
H -1.7726 1.6240 -1.4748
H 2.2987 1.4322 -0.4995
H -1.2600 2.2455 0.1684
H -0.0187 2.8834 -3.0220
H 1.7948 2.5333 -2.6774
F 0.0000 0.0001 2.2377
B 0.0000 0.0001 3.6477
F 1.3452 -0.2633 4.1317
F -0.4455 1.2964 4.1321
F -0.9004 -1.0340 4.1303
```

## Properties
* gap between HOMO and LUMO (spin up / spin down): 0.252 / 0.252 Ha
* spin multiplicity: 4
* HOMO level (spin up / spin down): -4.0 / -4.0 eV
* charge: -1
* relative energy (zero: lowest compared OMol25 entry of this formula, charge and spin): 242.6 kJ/mol


The following is a quantum chemistry calculation of a gas-phase ion, C8H10BO4 (charge -1) in a non-equilibrium geometry, from the Open Molecules 2025 dataset.

```
23
Properties=species:S:1:pos:R:3
B 1.5819 1.2410 -0.3786
C 0.6599 2.0221 0.5256
C -1.1702 -1.6264 0.1163
C 0.1026 2.8374 1.4029
C -2.3857 -1.3171 -0.2207
C 2.3987 -1.1093 0.1738
C 0.0609 -1.8929 0.4238
C -2.9236 0.0809 -0.1274
C 1.2027 -1.7554 -0.5473
O 2.4712 0.1722 0.2561
O 3.2434 -1.8367 0.6707
O 0.1078 1.0272 -0.2323
O 2.1129 1.7051 -1.6245
H -0.9541 2.8156 1.6390
H 0.6991 3.5703 1.9195
H -3.0634 -2.0783 -0.5989
H 0.3319 -2.2139 1.4227
H -3.4094 0.3582 -1.0643
H -2.0973 0.7600 0.0594
H -3.6607 0.1687 0.6755
H 0.8815 -1.1536 -1.3956
H 1.5339 -2.7446 -0.8841
H 2.2757 0.9695 -2.2115
```

## Properties
* gap between HOMO and LUMO: 0.291 Ha
* HOMO level: -4.4 eV
* charge: -1
* relative energy (zero: lowest compared OMol25 entry of this formula, charge and spin): 0.0 kJ/mol